Entry 1:
195
Properties=species:S:1:pos:R:3 method="wB97M-V/def2-TZVPD" max_force_ha_per_bohr=0.0797 e_homo_ev=-7.84 homo_lumo_gap_ev=7.615
O -0.0843 2.3072 3.7325
S -1.4047 1.7446 4.0476
O -1.9771 1.8542 5.3743
O -2.5407 2.3363 3.0076
C -3.8931 2.1247 3.3588
C -4.7487 2.4235 2.1124
C -1.4524 -0.0558 3.5829
H -4.2154 2.8230 4.1311
H -4.1617 1.1274 3.7071
H -4.5176 1.7075 1.3237
H -4.4759 3.3993 1.7106
H -5.8308 2.4678 2.2358
H -0.7142 -0.5401 4.2222
H -1.1016 -0.1117 2.5524
H -2.4355 -0.5138 3.6913
O -4.8268 5.2020 5.0559
S -4.3604 6.5703 5.0364
O -5.1864 7.6538 5.5568
O -2.8090 6.6264 5.7058
C -1.8923 5.5904 5.3795
C -1.6715 4.6665 6.6002
C -3.9765 6.9054 3.2845
H -0.9507 6.0601 5.0950
H -2.2127 5.0383 4.4959
H -2.3873 3.8601 6.4403
H -1.9349 5.2488 7.4831
H -0.6656 4.2618 6.7121
H -3.3303 6.1005 2.9343
H -3.4566 7.8634 3.2932
H -4.9579 6.9318 2.8108
O -4.0977 -1.7675 -1.5434
S -4.9555 -2.8674 -1.9453
O -4.6529 -3.6171 -3.1864
O -5.1101 -3.9875 -0.6517
C -5.4627 -5.3180 -0.9135
C -6.4148 -5.7362 0.1594
C -6.6287 -2.2151 -2.1262
H -4.6158 -5.9841 -1.0784
H -6.0600 -5.3811 -1.8232
H -5.8741 -5.8063 1.1033
H -6.8030 -6.7319 -0.0549
H -7.2853 -5.1018 0.3264
H -6.9744 -1.9555 -1.1256
H -7.2361 -3.0186 -2.5428
H -6.5507 -1.3541 -2.7901
O 7.0955 0.1930 -4.5418
S 6.1231 0.4661 -3.5157
O 5.4394 1.7539 -3.3973
O 4.9745 -0.7372 -3.4150
C 3.9754 -0.5722 -2.4604
C 3.3781 -1.9314 -2.0319
C 6.9568 0.0834 -1.9189
H 3.2278 0.0882 -2.8998
H 4.2322 0.0684 -1.6167
H 3.1032 -2.3818 -2.9857
H 2.4090 -1.7125 -1.5836
H 4.1206 -2.4729 -1.4458
H 6.4154 0.6188 -1.1389
H 7.9945 0.3772 -2.0769
H 6.8756 -1.0008 -1.8415
O -3.2059 3.7357 -0.7790
S -3.8672 4.9954 -1.1128
O -4.7619 5.6037 -0.1649
O -2.6783 6.1147 -1.4030
C -1.8543 5.7733 -2.4711
C -0.5441 6.3712 -2.2208
C -4.7520 4.7717 -2.7524
H -2.2356 6.0638 -3.4501
H -1.7087 4.6933 -2.4939
H 0.2109 6.0582 -2.9419
H -0.1028 5.9737 -1.3068
H -0.6889 7.4515 -2.2300
H -4.2023 4.0803 -3.3909
H -4.7926 5.7886 -3.1428
H -5.7316 4.3435 -2.5396
O -0.4106 2.2793 -6.4664
S -0.7215 3.2042 -5.3211
O -0.7654 4.6770 -5.4655
O -2.1147 2.6626 -4.5071
C -2.2444 1.3327 -4.0651
C -3.6983 0.9221 -4.2486
C 0.5039 2.7461 -3.9824
H -1.8926 1.2993 -3.0340
H -1.6126 0.6413 -4.6227
H -4.3706 1.4637 -3.5832
H -3.8651 -0.1434 -4.0904
H -4.1213 1.2300 -5.2048
H 1.4685 3.1854 -4.2365
H 0.5690 1.6580 -3.9930
H 0.1229 3.2049 -3.0701
O 4.6018 0.4000 -10.3877
S 4.8188 0.0105 -8.9952
O 5.8363 0.7131 -8.2176
O 3.4639 0.0067 -8.1045
C 3.4520 -0.5957 -6.8221
C 2.2975 0.0229 -5.9578
C 5.2485 -1.7647 -8.9703
H 4.4444 -0.4672 -6.3901
H 3.2787 -1.6681 -6.9121
H 2.7344 0.9025 -5.4851
H 1.9587 -0.6610 -5.1795
H 1.4320 0.2091 -6.5936
H 5.4742 -1.9927 -7.9286
H 6.1222 -1.8924 -9.6093
H 4.4284 -2.3955 -9.3132
O 4.2832 1.0517 0.7329
S 3.9727 0.1441 1.8311
O 3.6680 -1.2424 1.5216
O 5.1786 0.3035 2.9740
C 5.1323 -0.4988 4.1835
C 5.4134 0.3940 5.4401
C 2.5772 0.9802 2.7987
H 5.7676 -1.3840 4.1521
H 4.1864 -1.0113 4.3591
H 4.8030 1.2924 5.3485
H 6.4414 0.7565 5.4380
H 5.2597 -0.1349 6.3807
H 2.2146 0.1976 3.4653
H 1.7429 1.2565 2.1539
H 3.0790 1.7699 3.3578
O 4.8923 -7.1867 1.5491
S 3.5580 -7.7271 1.4798
O 2.7188 -7.8361 2.6600
O 2.7740 -6.8484 0.3217
C 3.3282 -6.6676 -0.9973
C 3.7263 -5.1647 -1.0477
C 3.6158 -9.3438 0.6023
H 2.6052 -6.9751 -1.7529
H 4.2097 -7.2710 -1.2144
H 4.5374 -4.9528 -0.3511
H 2.8776 -4.5225 -0.8122
H 4.0865 -5.0085 -2.0646
H 2.5805 -9.6248 0.4092
H 4.0769 -10.1251 1.2066
H 4.1730 -9.2495 -0.3297
O 1.1858 -4.5892 4.6609
S 1.7887 -3.5542 3.8259
O 1.4055 -2.1444 3.9691
O 3.4448 -3.5839 3.8995
C 4.1704 -4.8087 3.8729
C 5.4480 -4.6392 4.7778
C 1.5116 -4.1273 2.0275
H 4.4132 -5.0876 2.8475
H 3.5817 -5.6742 4.1769
H 5.2331 -4.2047 5.7540
H 6.1985 -3.9858 4.3329
H 5.7884 -5.6606 4.9478
H 2.0762 -3.5202 1.3199
H 0.4312 -4.0444 1.9096
H 1.8726 -5.1558 2.0340
N -3.7255 -3.5219 1.9036
C -2.4217 -3.2843 2.2473
C -2.3222 -3.4764 3.6016
C -3.6372 -3.7865 4.0985
C -4.4590 -3.8178 3.0103
H -4.0372 -3.5617 0.9438
H -1.7062 -3.1512 1.4494
H -1.4132 -3.4693 4.1848
H -3.8364 -4.0975 5.1134
H -5.4112 -4.3242 2.9547
N -0.1703 4.5282 2.1998
C -1.2528 5.0217 1.5455
C -1.0794 6.3729 1.3191
C 0.1483 6.6664 1.8179
C 0.7485 5.5512 2.3404
H 0.0004 3.5707 2.4720
H -2.0680 4.3381 1.3595
H -1.7744 7.0617 0.8620
H 0.5039 7.6861 1.8058
H 1.6539 5.4348 2.9176
N -1.2297 1.8465 -0.0163
C 0.1089 2.0317 -0.1726
C 0.6912 0.8048 -0.3902
C -0.2343 -0.2305 -0.2906
C -1.4430 0.4588 -0.1239
H -1.9243 2.5783 -0.0633
H 0.5655 3.0075 -0.2485
H 1.7321 0.6264 -0.6162
H -0.1886 -1.3038 -0.4016
H -2.4191 -0.0022 -0.0913
C -7.1498 -1.3008 2.1905
Cl -7.7059 -2.8955 1.6236
Cl -6.1047 -0.4461 1.0285
H -8.0398 -0.7197 2.4318
H -6.5869 -1.3954 3.1191
C -0.7446 -3.9091 -3.2503
Cl 0.2285 -4.3934 -1.7862
Cl -0.5629 -2.1282 -3.6324
H -0.5780 -4.4964 -4.1533
H -1.7990 -4.0369 -3.0052
C 3.7819 3.6197 -1.0428
Cl 3.5395 4.9252 -2.2124
Cl 3.2883 4.2057 0.5589
H 3.2027 2.7180 -1.2417
H 4.8512 3.4224 -0.9673

---

Entry 2:
168
Properties=species:S:1:pos:R:3 method="wB97M-V/def2-TZVPD" max_force_ha_per_bohr=0.0612 e_above_lowest_kj_mol=693.4 e_homo_ev=-7.65 homo_lumo_gap_ev=7.756 smiles=CC1(C)CCCC(C)(C)N1O.CC1(C)CCCC(C)(C)N1O.CC1(C)CCCC(C)(C)N1O.CC1(C)CCCC(C)(C)N1O.CCO.CCO.CO.CO.CO.CO.CO
C -5.8614 -1.7967 6.1568
C -5.4662 -1.7223 4.6616
C -6.7934 -1.8635 3.8517
C -6.5318 -1.5250 2.3772
C -5.8968 -0.1487 2.2277
C -4.6556 0.1564 3.0973
N -4.8218 -0.3939 4.4594
O -3.7361 -0.2264 5.3395
C -3.4233 -0.4810 2.4091
C -4.4317 1.6591 3.2197
C -4.5800 -2.9546 4.3279
H -4.9817 -1.8587 6.7986
H -6.5141 -2.6441 6.3711
H -6.3905 -0.9222 6.5380
H -7.3268 -2.8068 3.9637
H -7.4873 -1.0993 4.2127
H -7.4695 -1.5020 1.8207
H -5.8732 -2.2894 1.9628
H -6.5879 0.6927 2.1597
H -5.5476 -0.2028 1.1930
H -3.4928 -1.5578 2.2735
H -3.3166 -0.0422 1.4151
H -2.4998 -0.1641 2.8951
H -5.2182 2.1186 3.8179
H -3.4361 1.8292 3.6304
H -4.4033 2.1656 2.2448
H -4.3931 -3.0847 3.2637
H -4.7996 -3.9230 4.7771
H -3.6111 -2.7397 4.7911
H -3.0236 -0.7271 4.9179
C 2.5451 -0.7069 2.0533
C 3.8921 -0.9049 2.7615
C 4.0546 -2.4210 2.9372
C 5.4781 -2.8698 3.2511
C 6.3571 -2.3874 2.1007
C 6.2849 -0.8509 1.8370
N 4.9121 -0.3789 1.8573
O 4.7341 0.9658 1.5818
C 7.1391 -0.1444 2.9625
C 6.9627 -0.6098 0.4896
C 3.7606 -0.2625 4.1150
H 2.3434 0.3487 1.8724
H 1.7012 -1.1755 2.5599
H 2.5844 -1.1023 1.0346
H 3.4677 -2.8098 3.7712
H 3.7512 -2.9612 2.0374
H 5.6464 -3.9362 3.4107
H 5.7972 -2.4615 4.2142
H 6.0608 -2.9513 1.2145
H 7.4034 -2.5642 2.3555
H 6.9678 0.9323 3.0137
H 6.8282 -0.5074 3.9421
H 8.2043 -0.2649 2.7631
H 7.9542 -1.0535 0.4061
H 6.3541 -0.9538 -0.3477
H 7.0607 0.4727 0.3838
H 3.2752 -0.9548 4.8027
H 3.2597 0.7042 4.0749
H 4.7455 -0.0885 4.5544
H 4.2437 0.9469 0.7509
C -4.7898 2.0346 0.4555
C -4.3021 3.4980 0.6109
C -3.1154 3.4137 1.6430
C -2.2965 4.6958 1.6775
C -1.7503 5.0166 0.2984
C -2.8297 5.1532 -0.8091
N -3.6855 3.9367 -0.6660
O -4.5368 3.7737 -1.7798
C -3.5932 6.4839 -0.7150
C -2.0534 5.0904 -2.1406
C -5.4020 4.4332 1.1632
H -5.4896 1.9871 -0.3801
H -5.2789 1.8173 1.3976
H -4.0139 1.2949 0.2634
H -3.6408 3.2568 2.5877
H -2.3848 2.6295 1.4448
H -1.4412 4.6536 2.3548
H -2.8269 5.5648 2.0748
H -1.0566 4.2472 -0.0488
H -1.1439 5.9200 0.3938
H -4.1509 6.6191 0.2146
H -2.9550 7.3692 -0.7318
H -4.3799 6.6161 -1.4595
H -2.6468 5.3747 -3.0109
H -1.2062 5.7774 -2.1461
H -1.6578 4.0889 -2.3199
H -5.0832 5.2233 1.8431
H -6.1615 3.8973 1.7358
H -5.8936 4.8902 0.3035
H -4.1414 3.0083 -2.2138
C 4.5866 -2.7447 -3.6662
C 4.2137 -4.0537 -2.9143
C 3.8797 -3.7340 -1.4794
C 2.4591 -3.1577 -1.2727
C 1.4223 -4.0689 -1.9736
C 1.7526 -4.4329 -3.4403
N 3.1685 -4.8410 -3.5565
O 3.4875 -5.2454 -4.8791
C 0.8868 -5.6494 -3.7535
C 1.3109 -3.2389 -4.3276
C 5.4968 -4.8759 -2.8452
H 3.8849 -1.9320 -3.4798
H 4.5406 -2.9830 -4.7324
H 5.6019 -2.3573 -3.5791
H 3.9230 -4.6401 -0.8698
H 4.6128 -3.0467 -1.0548
H 2.4530 -2.1552 -1.7087
H 2.2388 -3.0196 -0.2140
H 0.4133 -3.6946 -1.7935
H 1.4077 -4.9932 -1.3872
H 0.9810 -5.9149 -4.8094
H 1.2253 -6.5233 -3.1938
H -0.1829 -5.5358 -3.5811
H 1.8862 -2.3383 -4.1130
H 1.4760 -3.4578 -5.3837
H 0.2501 -3.0478 -4.1663
H 5.4961 -5.8198 -2.2973
H 6.3151 -4.2863 -2.4316
H 5.7615 -5.1832 -3.8594
H 3.1198 -6.1342 -4.8627
C 5.1298 0.4006 -2.8746
C 3.9015 0.2214 -1.9662
O 3.7126 1.3438 -1.1443
H 5.1067 1.4367 -3.2110
H 5.1352 -0.2887 -3.7193
H 6.0318 0.1370 -2.3224
H 3.9878 -0.6953 -1.3807
H 3.0362 0.0444 -2.6148
H 3.5586 2.0923 -1.7343
C 0.5574 0.5192 -0.6242
C -0.9399 0.7612 -0.9092
O -1.1482 0.7549 -2.3353
H 0.6285 0.7040 0.4480
H 1.2185 1.2604 -1.0750
H 0.8736 -0.4736 -0.9416
H -1.2023 1.7597 -0.5553
H -1.5364 -0.0406 -0.4718
H -2.0351 1.0736 -2.5499
C -0.4259 2.6112 2.8001
O -0.3590 1.2433 2.5221
H -1.4881 2.7799 2.9937
H 0.1580 2.9123 3.6705
H -0.1963 3.1126 1.8607
H -0.5572 0.7184 3.3010
C -3.2885 2.0345 -4.2961
O -3.7464 1.3601 -3.0941
H -4.1510 2.1976 -4.9385
H -2.7401 2.9459 -4.0605
H -2.5233 1.4315 -4.7894
H -4.5727 0.9122 -3.2901
C 1.8399 4.3239 -1.8746
O 2.3264 3.3797 -2.7916
H 1.1046 3.8960 -1.1862
H 2.6203 4.8000 -1.2833
H 1.2726 5.1075 -2.3848
H 1.6574 2.7854 -3.1736
C -2.3316 -2.2367 -2.6011
O -2.2627 -3.4570 -3.3279
H -3.3736 -1.9100 -2.5783
H -1.9607 -2.2580 -1.5755
H -1.7400 -1.5269 -3.1774
H -2.1304 -4.1649 -2.6922
C 1.1490 0.8743 -5.0022
O 0.5700 1.9555 -4.2342
H 2.2199 1.0439 -5.1099
H 1.0718 -0.0592 -4.4434
H 0.6192 0.8907 -5.9530
H -0.1379 1.6309 -3.6597

---

| no. | E (hartree) |
| --- | --- |
| 1 | -10939.4308 |
| 2 | -2825.6409 |